## one
Below is an isolated ion of composition C4H8NO3 and charge -1, with properties calculated with ωB97M-V with the def2-TZVPD basis set.

Calculated values
Gap between HOMO and LUMO (Eh): 0.2656
Spin multiplicity: 1
Net charge: -1

Each line ends with the Mulliken charge.
CARTESIAN COORDINATES (ANGSTROEM)
O  1.98  -0.33  1.92  -0.6026
C  2.05  0.44  0.98  -0.1923
N  1.05  0.61  0.11  -0.1130
C  -0.28  -0.04  0.43  0.1225
C  -1.33  0.95  -0.18  -0.6726
O  -1.10  1.05  -1.49  -0.8808
C  -0.40  -1.43  -0.21  -0.5441
O  -1.11  -1.48  -1.47  -0.6496
H  2.90  0.98  0.74  0.4545
H  1.08  1.17  -0.75  0.2717
H  -0.34  -0.01  1.57  0.3829
H  -1.07  1.88  0.33  0.3720
H  -2.40  0.71  0.16  0.2306
H  0.67  -1.74  -0.56  0.1389
H  -0.89  -2.24  0.23  0.3083
H  -0.83  -0.52  -1.82  0.3736

***

## two
Below is a 2-piece molecular cluster, C4H8NO3 overall, with properties calculated with ωB97M-V with the def2-TZVPD basis set.

Calculated values
Gap between HOMO and LUMO (Eh): 0.3250
Spin multiplicity: 1
Net charge: -1

Each line ends with the Mulliken charge.
CARTESIAN COORDINATES (ANGSTROEM)
C  0.55  -0.66  2.08  0.1464
N  0.25  -1.16  0.84  -0.0369
C  -0.36  -2.51  0.79  -0.8085
O  0.47  -1.26  3.15  -0.6682
H  0.92  0.41  2.04  0.2732
H  0.32  -0.56  -0.02  0.3876
H  -0.30  -2.88  1.85  0.2772
H  0.17  -3.13  0.04  0.2545
H  -1.43  -2.44  0.48  0.2413
O  -0.28  1.68  0.21  -0.7201
C  -0.02  1.40  -1.01  0.7000
O  0.40  0.24  -1.42  -0.8576
C  -0.14  2.51  -2.06  -0.8940
H  -0.47  2.09  -3.05  0.2595
H  -0.93  3.26  -1.71  0.2498
H  0.83  3.02  -2.22  0.1957

***

Ranking the structures above by energy, two is first and the second is 0.0940 hartree behind.